Below is a molecular structure, C34H16BrF4IrN4O11PS5, with properties calculated with ωB97M-V/def2-TZVPD.

```
77
C34H16BrF4IrN4O11PS5 (ωB97M-V/def2-TZVPD)
Ir -0.1148 -0.4443 0.9448
S -1.2510 -5.2789 6.1935
C -1.0378 -4.2162 4.9962
S -2.0362 -4.1424 3.5731
C -1.2259 -2.8335 2.7790
C -0.1243 -2.3120 3.4606
S 0.8041 -1.0363 2.8798
S 0.2256 -3.0126 5.0037
S -1.7137 -2.2846 1.2770
F 3.9052 6.0015 -0.0738
C 3.4585 4.7536 -0.0504
C 3.8325 3.8630 -1.0338
F 4.6468 4.2539 -2.0078
C 3.3659 2.5641 -0.9881
F 3.8168 1.7504 -1.9489
C 2.4946 2.1071 -0.0023
P 1.8992 0.3363 -0.0850
C 3.4742 -0.3894 0.4637
C 4.4294 -0.8469 -0.4414
C 5.6550 -1.3095 0.0146
C 5.9454 -1.3046 1.3704
C 5.0125 -0.8116 2.2715
C 3.7837 -0.3542 1.8206
C 1.5676 0.1603 -1.8600
C 1.9810 -0.9297 -2.6223
C 1.6770 -0.9791 -3.9747
C 0.9492 0.0427 -4.5688
C 0.5064 1.1130 -3.8058
C 0.8156 1.1754 -2.4550
C 2.1633 3.0254 1.0002
Br 1.0989 2.5703 2.4664
C 2.6312 4.3275 0.9693
F 2.3109 5.2067 1.9154
H 4.2396 -0.8295 -1.5042
H 6.3840 -1.6709 -0.6993
H 6.9012 -1.6720 1.7220
H 5.2385 -0.7758 3.3300
H 3.0841 0.0574 2.5311
H 2.5034 -1.7572 -2.1654
H 2.0042 -1.8279 -4.5618
H 0.7211 0.0012 -5.6266
H -0.0780 1.9045 -4.2580
H 0.4586 2.0086 -1.8680
O 1.2954 -3.7947 -1.0750
C 0.5532 -2.8465 -0.9587
O 0.8765 -1.8845 -0.0993
C -0.6655 -2.7537 -1.8397
C -0.9897 -3.9062 -2.5564
C -2.0971 -3.9490 -3.3849
C -2.9191 -2.8401 -3.5042
C -2.5809 -1.7094 -2.7916
C -1.4634 -1.6277 -1.9787
N -3.4859 -0.5387 -2.8679
O -3.2657 0.3911 -2.1160
O -4.3955 -0.5797 -3.6677
H -0.3487 -4.7690 -2.4401
H -2.3308 -4.8527 -3.9321
H -3.8043 -2.8433 -4.1223
H -1.2384 -0.6868 -1.5006
O -7.0602 3.1546 2.6387
N -6.2155 3.3720 1.7941
O -6.3025 4.2044 0.9136
C -4.9892 2.5654 1.8434
C -4.0506 2.7117 0.8578
C -2.8838 1.9718 0.9325
C -2.5571 1.1063 2.0251
O -1.4685 0.4806 2.2259
C -3.6381 0.9617 2.9603
C -4.8107 1.6628 2.8783
N -3.5533 0.0170 4.1021
O -4.6110 -0.3627 4.5683
O -2.4610 -0.3114 4.5102
N -1.9815 2.1375 -0.1930
O -0.9142 1.5027 -0.1853
O -2.2452 2.9203 -1.0643
H -4.2183 3.3821 0.0293
H -5.5827 1.5103 3.6168
```

Results
orbital gap (alpha / beta) = 0.2313 / 0.2241 Eh
ΔE to the lowest compared entry with this formula, charge and spin = 244.34 kJ/mol
2S+1 = 2
E_tot = -7761.65998 Ha